# 1
{
  "formula": "C31H30ClN4O5RhS2",
  "method": "wB97M-V/def2-TZVPD",
  "lumo_energy_ha": -0.027,
  "molar_mass_g_mol": 741.10,
  "multiplicity": 1,
  "homo_energy_ev": -8.511,
  "energy_ha": -3161.698733,
  "de_lowest_kcal_mol": 27.4,
  "homo_lumo_gap_ev": 7.79,
  "elements": ["Rh", "Cl", "S", "S", "O", "O", "O", "O", "O", "N", "N", "N", "N", "C", "C", "C", "C", "C", "C", "C", "C", "C", "C", "C", "C", "C", "C", "C", "C", "C", "C", "C", "C", "C", "C", "C", "C", "C", "C", "C", "C", "C", "C", "C", "H", "H", "H", "H", "H", "H", "H", "H", "H", "H", "H", "H", "H", "H", "H", "H", "H", "H", "H", "H", "H", "H", "H", "H", "H", "H", "H", "H", "H", "H"],
  "coordinates": [[0.0300, -0.5447, 0.0680], [1.6537, -2.1796, 0.0389], [-2.0179, 2.3081, 0.1031], [-1.0286, -3.0109, 2.0715], [2.0279, 2.5242, -1.4712], [-1.5598, 0.8725, -0.0768], [0.1355, -3.2794, 2.8604], [-0.5957, -1.0695, -2.0800], [-2.2910, -3.2217, 2.7337], [-1.0507, -1.4259, 1.5536], [0.0494, 0.6005, -3.6133], [0.7992, 0.5669, -1.5132], [0.3785, 0.2287, 2.0744], [3.9659, 1.5938, -6.4459], [2.7713, 2.2293, -6.7491], [0.5642, 4.3310, -3.6392], [0.8389, 1.8234, -3.5005], [-0.5652, 3.3777, 0.1771], [1.9726, 1.8199, -4.5113], [-1.5945, 5.3880, -3.4861], [-0.9903, -5.3940, 0.9818], [-2.1870, 4.1452, -3.3361], [-1.3524, 3.4669, 2.4754], [-0.0315, 3.0767, -3.5238], [-1.3011, -5.9148, -1.3613], [-0.5786, -0.5834, 2.5721], [-0.9395, -0.5714, 3.9132], [-1.4068, 2.9936, -3.3475], [1.7766, 2.3356, -5.7873], [0.9075, 0.9239, 4.2785], [-0.2135, 5.4770, -3.6304], [-0.1747, 0.1939, 4.7694], [-0.8214, 4.3355, 1.3348], [-1.3937, -6.9263, -2.4714], [4.1712, 1.0857, -5.1704], [-2.4262, 2.5733, 1.8555], [-1.0994, -6.3159, -0.0464], [1.1425, 0.9205, 2.9243], [-1.3988, -4.5543, -1.6379], [-1.0748, -4.0453, 0.6674], [1.3409, 1.6963, -2.0244], [3.1818, 1.2018, -4.2062], [0.0297, -0.0431, -2.4317], [-1.2855, -3.6110, -0.6327], [-2.2001, 6.2853, -3.4792], [-3.2591, 4.0636, -3.2098], [-1.3560, -2.5642, -0.8606], [-0.3967, 0.2013, 5.8288], [0.2860, 2.7173, 0.3529], [-1.7606, 4.0652, 3.2898], [5.1049, 0.5979, -4.9223], [1.6411, 4.4033, -3.7203], [-0.8361, -5.7108, 2.0039], [4.7362, 1.4968, -7.2001], [-2.5182, 1.5829, 2.3004], [1.5496, 1.4944, 4.9333], [-3.4046, 3.0555, 1.8620], [-1.5668, -4.2262, -2.6572], [-1.7485, -1.2049, 4.2458], [-0.4377, 0.2923, -4.4362], [-0.5512, 2.8560, 2.8831], [3.3578, 0.8172, -3.2086], [-1.0224, -7.3726, 0.1821], [0.8441, 2.8297, -6.0331], [0.2600, 6.4449, -3.7352], [0.0894, 4.8684, 1.6066], [1.9457, 1.5008, 2.4864], [-0.4822, -6.9205, -3.0729], [-2.2269, -6.7026, -3.1386], [-0.4394, 3.8715, -0.7857], [-1.8765, 2.0280, -3.2076], [2.6127, 2.6470, -7.7351], [-1.5701, 5.0789, 1.0472], [-1.5267, -7.9336, -2.0787]],
  "atomic_forces_ev_per_a": [[0.391, 1.011, 0.467], [-0.192, 0.615, 0.051], [0.179, -0.387, -0.137], [-0.952, 0.289, 0.520], [0.044, -0.036, -0.010], [-0.405, 0.049, -0.106], [0.511, -0.088, 0.027], [0.132, 0.365, 0.533], [-0.267, 0.031, 0.277], [0.355, 0.003, 0.225], [-0.126, -0.138, 0.010], [0.408, 0.069, 0.535], [-0.311, -1.197, -0.608], [0.018, -0.001, 0.032], [-0.010, -0.005, -0.004], [0.031, -0.011, 0.032], [-0.017, 0.033, 0.022], [0.026, 0.211, 0.005], [0.017, -0.031, 0.024], [0.042, 0.020, 0.033], [0.074, 0.024, -0.320], [0.010, -0.025, 0.036], [-0.082, 0.045, -0.060], [-0.010, -0.092, -0.083], [-0.010, 0.011, -0.078], [0.067, -0.454, -0.949], [0.020, 0.020, 0.246], [-0.049, 0.023, -0.040], [-0.010, 0.009, -0.038], [-0.100, 0.014, 0.079], [-0.017, 0.006, 0.052], [-0.042, -0.057, -0.024], [0.011, -0.115, 0.033], [0.026, 0.013, 0.003], [-0.005, 0.005, -0.020], [0.002, 0.028, 0.165], [0.040, -0.131, 0.143], [0.227, 0.394, -0.614], [-0.027, -0.024, -0.037], [0.081, 0.095, -0.400], [0.028, 0.060, 0.063], [-0.021, 0.045, 0.028], [0.060, -0.174, -0.216], [-0.089, -0.271, 0.308], [0.005, -0.007, -0.025], [0.003, -0.004, 0.009], [-0.138, -0.065, -0.021], [-0.004, -0.005, -0.007], [0.023, 0.009, 0.011], [-0.017, -0.023, 0.005], [-0.007, 0.007, -0.004], [-0.017, 0.000, -0.059], [0.014, -0.005, 0.004], [0.008, 0.024, 0.013], [-0.024, 0.003, 0.001], [-0.003, 0.004, -0.014], [-0.005, -0.032, -0.013], [0.030, 0.023, 0.012], [0.013, -0.014, 0.034], [0.021, 0.001, -0.017], [0.057, -0.025, 0.021], [-0.004, -0.035, -0.030], [-0.018, 0.001, -0.010], [0.004, 0.003, 0.008], [-0.006, -0.004, 0.016], [0.001, 0.005, -0.030], [0.005, -0.039, -0.034], [-0.004, 0.000, 0.001], [-0.003, -0.009, 0.006], [0.024, -0.066, -0.020], [-0.018, 0.006, -0.057], [-0.017, -0.034, -0.004], [0.031, 0.027, 0.006], [-0.015, 0.002, -0.005]]
}

***

# 2
{
  "formula": "C31H30I2N5NiO3PS",
  "method": "wB97M-V/def2-TZVPD",
  "lumo_energy_ha": [0.004, 0.000],
  "molar_mass_g_mol": 896.15,
  "multiplicity": 3,
  "homo_energy_ev": [-6.846, -6.844],
  "energy_ha": -4542.064422,
  "de_lowest_kcal_mol": 69.6,
  "homo_lumo_gap_ev": [6.96, 6.85],
  "s_squared": 2.0047,
  "elements": ["I", "I", "Ni", "S", "P", "O", "O", "O", "N", "N", "N", "N", "N", "C", "C", "C", "C", "C", "C", "C", "C", "C", "C", "C", "C", "C", "C", "C", "C", "C", "C", "C", "C", "C", "C", "C", "C", "C", "C", "C", "C", "C", "C", "C", "H", "H", "H", "H", "H", "H", "H", "H", "H", "H", "H", "H", "H", "H", "H", "H", "H", "H", "H", "H", "H", "H", "H", "H", "H", "H", "H", "H", "H", "H"],
  "coordinates": [[4.2969, 2.7111, 5.5107], [2.6938, -2.8624, 4.0924], [-1.1459, -0.1225, 1.6834], [-0.4726, 1.2159, -1.2799], [1.2753, 0.0944, -0.5892], [-2.1036, -2.0386, 3.1237], [-1.7643, 0.1416, 3.6946], [0.5741, -1.1639, 2.2792], [-2.9095, -0.3385, 0.9195], [-1.5905, -1.9997, 0.0632], [0.0001, 1.4245, 2.1588], [-1.4138, 1.4986, -3.6992], [-1.6157, -0.6847, -2.8145], [1.6756, -1.8513, -2.6535], [2.3074, -4.1153, -2.1546], [3.0528, 1.4812, 4.3038], [2.3841, -0.8356, 3.7707], [1.3614, -0.3968, 2.9100], [4.1261, 2.9195, -1.0008], [4.0885, 3.2498, -2.3464], [2.0220, 1.9715, 3.4345], [1.8188, -2.5860, -0.3505], [1.7200, 3.3367, 3.2226], [3.1434, 0.0888, 4.4769], [-2.4300, 1.4426, -4.7335], [-0.2821, 2.7149, 2.0138], [-5.1984, -1.1525, -0.3762], [3.3035, 1.9115, -0.5168], [-2.1226, -1.0754, 3.9485], [3.2870, 2.5321, -3.2296], [-2.8770, -1.4127, 0.1325], [-5.2182, -0.0992, 0.5398], [2.0882, -3.1084, -3.0581], [2.4637, 1.2165, -1.3954], [2.1989, -3.8417, -0.8129], [-1.6046, -1.2870, -4.1304], [0.5593, 3.6953, 2.5668], [-4.0083, -1.8398, -0.5618], [-2.5873, -1.3526, 5.3859], [-1.2431, 0.5302, -2.7618], [1.5660, -1.5485, -1.2856], [-4.0484, 0.3353, 1.1383], [2.4915, 1.5015, -2.7810], [1.1612, 1.0329, 2.7861], [-3.1928, 0.7023, -4.4619], [4.7931, 3.4381, -0.3120], [-1.9902, 1.2155, -5.6907], [3.9108, -0.2718, 5.1559], [-1.3275, -2.1118, -0.9389], [-1.7095, -1.6097, 5.9879], [-0.8706, -0.8140, -4.8101], [-6.1349, 0.4343, 0.7950], [-6.0959, -1.4286, -0.9211], [-2.5924, -1.2410, -4.6184], [-1.4914, -2.8685, 0.5976], [-3.2906, -2.1748, 5.4156], [-3.9988, 1.1981, 1.8034], [2.5818, -5.1022, -2.5187], [1.7379, -2.3601, 0.7225], [-3.9275, -2.6163, -1.3142], [3.3991, 1.6115, 0.5198], [1.8559, 0.9209, -3.4593], [-3.0842, -0.4614, 5.8287], [4.6797, 4.0701, -2.7523], [0.2622, 4.7274, 2.4500], [1.4635, -1.0498, -3.3833], [-1.3389, -2.3633, -4.0111], [-1.1682, 2.9974, 1.4654], [3.2805, 2.8033, -4.2959], [-2.9250, 2.3990, -4.7989], [2.4242, -4.6021, -0.0531], [-0.9560, 2.4113, -3.5449], [2.2845, -3.2641, -4.1154], [2.3970, 4.0767, 3.6349]],
  "atomic_forces_ev_per_a": [[-0.480, -0.285, -0.565], [-0.122, 0.005, -0.124], [0.149, -0.535, 1.306], [-0.494, -0.575, 0.098], [0.057, 0.476, 0.635], [0.003, 1.799, 0.939], [-0.319, -1.256, -0.912], [-0.250, -0.574, -0.186], [-0.885, -0.117, -0.243], [0.281, -0.089, -1.174], [1.788, 1.466, -0.377], [0.599, 1.000, -0.193], [0.982, -0.150, 0.070], [-0.040, 0.857, 0.299], [0.289, -0.515, -0.047], [-0.562, -1.154, -0.259], [-0.292, 0.668, -0.203], [-0.275, -0.269, 0.005], [0.232, 0.254, -0.034], [0.133, 0.252, -0.131], [0.113, -0.137, 0.201], [-0.039, 1.007, -0.296], [-0.568, 0.024, -0.026], [0.921, 1.363, 0.069], [-0.247, -0.179, 0.489], [0.911, -0.865, 0.780], [0.343, 0.080, 0.443], [0.126, -0.390, -0.583], [-0.241, -0.957, -0.164], [-0.008, 0.167, -0.799], [-0.348, -0.151, 0.016], [-0.448, 0.676, 0.162], [-0.170, 0.725, -1.176], [0.339, -0.062, -0.493], [-0.081, -0.331, 1.447], [-0.479, -0.905, -0.481], [0.423, 0.020, -0.110], [-0.013, 0.367, -0.389], [-0.108, 0.817, -0.085], [0.017, 0.516, 0.802], [-0.288, -0.995, -0.517], [0.077, -0.790, -0.245], [-0.252, -0.236, 0.932], [-0.243, 0.821, 0.817], [0.291, 0.241, -0.154], [-0.162, -0.047, -0.225], [-0.043, -0.254, -0.453], [-0.166, -0.049, -0.016], [-0.124, 0.015, 0.931], [-0.139, 0.064, -0.050], [-0.242, -0.192, 0.227], [0.174, -0.193, -0.306], [0.111, -0.018, 0.135], [0.321, -0.226, 0.005], [-0.107, 0.481, -0.099], [0.020, -0.260, -0.111], [-0.016, -0.326, -0.122], [0.072, 0.133, 0.196], [-0.011, -0.216, -0.474], [0.034, -0.099, 0.277], [-0.374, 0.080, 0.089], [0.260, 0.453, 0.210], [0.509, -0.474, -0.305], [-0.016, -0.181, 0.255], [0.200, 0.114, -0.002], [0.229, -0.733, 0.338], [-0.142, 0.738, -0.178], [-0.187, -0.129, 0.022], [0.062, -0.163, 0.533], [-0.119, 0.375, -0.025], [-0.159, 0.211, -0.455], [-0.383, -1.105, -0.025], [-0.247, -0.156, 0.069], [-0.181, 0.074, 0.012]]
}

***

# 3
{
  "formula": "C31H30MgN5O4S",
  "method": "wB97M-V/def2-TZVPD",
  "lumo_energy_ha": -0.120,
  "molar_mass_g_mol": 592.98,
  "multiplicity": 1,
  "homo_energy_ev": -11.042,
  "energy_ha": -2372.334227,
  "de_lowest_kcal_mol": 0.0,
  "charge": 1,
  "homo_lumo_gap_ev": 7.78,
  "elements": ["S", "Mg", "O", "O", "O", "O", "N", "N", "N", "N", "N", "C", "C", "C", "C", "C", "C", "C", "C", "C", "C", "C", "C", "C", "C", "C", "C", "C", "C", "C", "C", "C", "C", "C", "C", "C", "C", "C", "C", "C", "C", "C", "H", "H", "H", "H", "H", "H", "H", "H", "H", "H", "H", "H", "H", "H", "H", "H", "H", "H", "H", "H", "H", "H", "H", "H", "H", "H", "H", "H", "H", "H"],
  "coordinates": [[-0.2362, -1.3271, 3.0556], [0.0789, -0.3266, 0.6646], [1.0425, -1.1157, 2.3224], [-1.1592, -0.6748, -0.9201], [-0.4563, -0.4771, 4.1924], [-1.2765, -1.1637, 1.9975], [-0.5185, 1.6857, 1.4587], [-1.7359, 3.1444, 2.8075], [1.2446, 2.5298, 0.1683], [1.4013, 1.1865, -0.0973], [1.6599, -1.4169, -0.5566], [0.2416, 2.7348, 0.9624], [3.8887, -1.1071, -1.3694], [1.7728, -2.7158, -0.8004], [-1.2536, 1.6453, -2.8773], [-0.1056, 2.9514, -6.2611], [-0.2386, -2.9970, 3.5989], [2.9225, -3.2894, -1.3300], [0.5208, -5.2549, 3.3824], [-1.0630, -4.6783, 5.0834], [-1.7608, 2.2644, -1.6033], [0.2213, 6.4811, 1.2834], [-0.0892, 4.0991, 1.3689], [-1.4287, 1.9294, 2.3543], [-0.8815, 2.4945, -3.9119], [-0.5114, 2.0161, -5.1602], [-0.9155, -1.7249, -4.6895], [-1.0939, 4.2831, 2.3165], [-1.4485, 5.5547, 2.7573], [-0.3339, -7.0799, 4.8881], [0.5508, -3.9394, 2.9542], [-1.0409, -3.3566, 4.6696], [0.5702, 5.2195, 0.8550], [-1.2518, 0.2627, -3.1201], [-0.7867, 6.6462, 2.2356], [-0.9239, -0.2466, -4.3965], [2.7032, -0.6222, -0.8436], [2.5205, 0.8132, -0.5696], [-0.2905, -5.6452, 4.4474], [4.0000, -2.4696, -1.6140], [-0.5412, 0.6404, -5.3846], [-1.5329, -0.7285, -2.0828], [-0.1009, 3.9861, -5.9237], [-1.6275, -2.6063, 5.1824], [0.7314, 7.3482, 0.8872], [3.3262, 1.5174, -0.7624], [-2.0792, -1.6293, -2.3935], [1.3542, 5.0706, 0.1259], [-1.9725, 1.0916, 2.7733], [4.7051, -0.4298, -1.5802], [-1.8821, -2.1909, -4.4916], [-2.4371, 3.2340, 3.5260], [-1.0117, -7.6543, 4.2532], [-0.6859, -7.1701, 5.9145], [-0.1663, -2.2511, -4.0939], [-2.2293, 5.6780, 3.4971], [0.6501, -7.5434, 4.8210], [-0.7926, 2.8713, -7.1049], [-1.0532, 7.6393, 2.5711], [1.2043, -3.6316, 2.1488], [1.1477, -5.9909, 2.8935], [0.8912, 2.7058, -6.6297], [-0.2589, 0.2549, -6.3577], [-2.7777, 2.6317, -1.7621], [4.9147, -2.8804, -2.0192], [-1.1467, 3.1232, -1.3291], [-1.6833, -4.9611, 5.9249], [-0.8925, 3.5647, -3.7376], [0.9101, -3.3264, -0.5570], [-1.7825, 1.5744, -0.7680], [-0.6816, -1.8960, -5.7381], [2.9615, -4.3547, -1.5066]],
  "atomic_forces_ev_per_a": [[0.137, 0.055, 0.009], [-0.061, 0.070, -0.231], [-0.034, 0.106, 0.195], [-0.152, 0.091, 0.079], [-0.010, -0.029, 0.044], [-0.085, -0.105, -0.009], [0.045, -0.121, 0.002], [0.038, -0.028, -0.024], [0.017, -0.076, -0.021], [0.185, 0.034, 0.077], [-0.005, 0.034, 0.080], [0.030, 0.054, 0.107], [-0.021, -0.069, -0.019], [0.002, -0.067, 0.006], [0.025, 0.013, -0.037], [0.010, 0.019, -0.009], [0.017, -0.007, -0.057], [-0.034, 0.027, -0.002], [-0.015, 0.006, 0.005], [-0.015, 0.003, 0.017], [-0.030, 0.049, 0.008], [0.017, 0.020, -0.012], [0.004, 0.000, -0.028], [-0.033, -0.049, 0.043], [-0.016, -0.012, 0.005], [-0.003, -0.010, 0.003], [0.014, -0.045, -0.018], [-0.025, -0.030, 0.003], [0.037, -0.004, -0.024], [0.008, -0.042, 0.012], [-0.003, 0.004, 0.008], [-0.039, 0.011, 0.033], [-0.007, 0.001, 0.003], [0.006, -0.062, 0.029], [-0.029, -0.002, 0.028], [0.007, 0.061, 0.006], [0.009, 0.053, -0.045], [-0.045, 0.024, -0.075], [0.018, 0.019, -0.034], [-0.020, 0.037, 0.015], [-0.030, -0.012, 0.008], [0.147, -0.010, -0.066], [0.001, -0.002, -0.001], [0.009, 0.006, -0.011], [0.000, -0.006, -0.002], [-0.019, 0.015, -0.020], [0.000, -0.003, -0.011], [-0.003, -0.011, 0.004], [-0.021, -0.013, -0.005], [-0.002, 0.003, 0.002], [-0.009, 0.008, -0.005], [0.011, 0.012, 0.000], [0.000, 0.003, 0.001], [-0.002, 0.008, -0.003], [-0.012, -0.001, 0.003], [-0.001, -0.002, -0.001], [-0.003, 0.003, -0.003], [0.002, -0.003, -0.001], [0.003, -0.002, -0.003], [0.002, -0.001, 0.000], [-0.001, -0.003, 0.001], [-0.004, -0.003, -0.001], [-0.007, 0.005, -0.002], [0.004, -0.003, -0.015], [-0.001, -0.001, -0.003], [-0.013, -0.027, -0.032], [0.001, -0.002, -0.004], [-0.002, 0.000, 0.004], [0.011, -0.002, 0.008], [-0.019, 0.010, -0.019], [0.009, 0.001, 0.005], [0.005, -0.001, 0.002]]
}